The following is a DFT calculation (wB97M-V/def2-TZVPD) of a structure of composition C29H29ClF3O3Tc in a non-equilibrium geometry.

Charge   -1
2S+1   4
Maximum force   0.023 Eh/bohr
Relative energy (zero: lowest compared OMol25 entry of this formula, charge and spin)   25.7 kcal/mol
Lowest unoccupied orbital energy (alpha / beta)   2.6 / 2.1 eV
HOMO-LUMO gap (alpha / beta)   5.1 / 6.4 eV

```
66
Properties=species:S:1:pos:R:3:nbo_charge:R:1
Tc -0.7317 0.7744 0.2808 1.06
C 2.7039 -0.0959 1.5386 -0.10
C 2.5307 1.2909 1.8785 -0.11
C 1.2429 1.4795 2.3072 0.02
C 0.5049 0.2220 2.1538 -0.25
C 1.5198 -0.7577 1.7503 0.01
C 1.3408 -2.2473 1.6916 -0.65
C -0.5795 -0.1592 3.1456 -0.63
C 0.7660 2.7336 2.9770 -0.64
C 3.5815 2.3627 1.8108 -0.63
C 3.9790 -0.7005 1.0159 -0.63
H 2.2906 -2.7519 1.8834 0.20
H 0.9556 -2.5910 0.7293 0.22
H 0.6310 -2.5888 2.4506 0.21
H -0.1732 -0.3324 4.1519 0.20
H -1.0906 -1.0731 2.8327 0.21
H -1.3365 0.6258 3.2373 0.21
H 1.3378 2.9070 3.8974 0.20
H -0.2886 2.6868 3.2336 0.22
H 0.8972 3.6093 2.3352 0.22
H 3.9968 2.5947 2.7986 0.20
H 3.1707 3.2964 1.4130 0.21
H 4.4217 2.0685 1.1743 0.20
H 4.7156 -0.8745 1.8091 0.20
H 4.4605 -0.0460 0.2802 0.19
H 3.7923 -1.6577 0.5238 0.21
Cl -3.9430 7.1517 -1.7387 -0.07
C -3.1241 5.7936 -0.9784 -0.04
C -2.3823 6.0125 0.1725 -0.29
C -1.7296 4.9194 0.7573 -0.30
C -1.8085 3.6458 0.2289 0.41
O -1.1510 2.6438 0.8249 -0.76
C -2.5969 3.4216 -0.9489 -0.22
C -2.7748 2.1425 -1.4971 0.19
O -2.2713 1.0071 -1.0594 -0.71
C -3.2392 4.5432 -1.5397 -0.25
H -2.3113 7.0022 0.6017 0.21
H -1.1366 5.0586 1.6541 0.21
H -3.4239 2.0591 -2.3696 0.13
H -3.8337 4.3980 -2.4339 0.21
C 2.3915 2.6119 -1.7046 -0.26
O 1.2579 2.2553 -0.9135 -0.50
C 0.8712 0.9953 -0.7719 0.46
C 1.6583 -0.0524 -1.4794 -0.75
H 2.2942 2.2400 -2.7248 0.18
H 3.3173 2.2449 -1.2611 0.18
H 2.4049 3.6971 -1.7139 0.20
H 2.7313 0.1448 -1.4495 0.22
H 1.3322 -0.0764 -2.5266 0.24
H 1.4521 -1.0226 -1.0387 0.27
F -2.3389 -7.4531 -4.1309 -0.33
C -2.2900 -7.4831 -2.7837 0.98
F -1.3870 -8.4201 -2.4478 -0.33
F -3.4936 -7.9375 -2.3794 -0.33
C -1.9724 -6.1417 -2.2037 -0.18
C -2.8424 -5.0836 -2.4484 -0.19
C -2.5715 -3.8323 -1.9300 -0.17
C -1.4223 -3.6095 -1.1540 -0.12
C -0.5665 -4.6851 -0.9156 -0.15
C -0.8380 -5.9416 -1.4376 -0.19
C -1.1540 -2.3026 -0.6350 -0.08
C -0.9283 -1.1818 -0.2136 -0.26
H -3.7308 -5.2474 -3.0464 0.22
H -3.2385 -2.9988 -2.1103 0.23
H 0.3165 -4.5278 -0.3085 0.21
H -0.1661 -6.7668 -1.2456 0.22
```